(1)
74
Properties=species:S:1:pos:R:3:forces:R:3:lowdin_spin:R:1 method="wB97M-V/def2-TZVPD" max_force_ev_per_a=2.71 total_energy_ha=-4356.96586 spin_multiplicity=2 e_lumo_ev="-3.759 / -2.983" orbital_gap_ha="0.2648 / 0.2932" charge=+1 e_above_lowest_kcal_mol=51.72
Fe 0.03733 -0.43092 -0.39556 1.59 0.82 -2.04 1.023
O 2.77694 -3.27370 0.25183 -0.14 0.03 -0.11 -0.008
C 2.03065 -2.48779 -0.30201 0.58 -0.32 -0.04 -0.002
N 1.87975 -1.16342 0.00954 -0.69 0.16 1.05 -0.017
C 2.57168 -0.89535 1.27641 0.03 0.19 -0.14 0.001
C 1.67565 -1.18667 2.43980 0.16 -0.07 -0.09 0.002
C 2.12821 -1.64586 3.67096 0.00 0.07 -0.02 0.001
C 1.20497 -1.83580 4.68130 -0.08 0.03 -0.05 -0.001
C -0.13661 -1.57730 4.41682 0.04 -0.06 0.06 0.002
C -0.48805 -1.15090 3.15188 0.14 -0.09 -0.03 0.003
N 0.40313 -0.95133 2.17545 -0.57 -0.04 0.62 0.036
C 1.25582 -2.86927 -1.49679 0.06 -0.09 -0.01 -0.001
C 1.38802 -4.09678 -2.11479 0.03 0.03 -0.14 -0.001
C 0.54052 -4.38610 -3.16607 -0.03 0.02 -0.02 0.001
C -0.39976 -3.43634 -3.54861 0.08 -0.01 -0.05 -0.001
C -0.45016 -2.23302 -2.87557 0.13 0.08 0.03 -0.001
N 0.38363 -1.94511 -1.86525 -1.60 -0.12 0.24 -0.023
H 3.46214 -1.51729 1.34643 0.07 0.07 -0.09 -0.001
H 2.87512 0.15056 1.29465 0.10 -0.04 0.11 0.000
H 3.18057 -1.84679 3.81893 0.00 -0.01 0.01 0.000
H 1.51807 -2.18662 5.65542 -0.01 -0.01 0.00 0.000
H -0.89757 -1.71977 5.17128 0.01 0.00 0.01 0.000
H -1.52699 -0.97005 2.90037 -0.01 0.02 0.00 0.001
H 2.12247 -4.79541 -1.74150 0.01 0.03 0.04 0.000
H 0.59688 -5.33969 -3.67348 -0.02 0.00 0.00 0.000
H -1.09354 -3.62480 -4.35540 0.01 0.00 -0.01 0.000
H -1.16788 -1.47632 -3.15021 -0.08 -0.03 0.03 0.000
N -3.64983 0.19523 -0.47633 0.03 -0.09 0.03 -0.001
C -2.93381 0.55090 -1.55299 0.10 -0.06 -0.02 0.000
N -1.62041 0.42186 -1.68522 -0.12 0.18 0.04 -0.004
C -1.22763 0.95973 -2.91012 0.01 0.02 0.07 -0.001
C -2.19835 1.49125 -3.67508 -0.06 -0.05 0.00 0.000
S -3.72041 1.31482 -2.89081 -0.01 0.03 -0.02 0.000
C 0.19085 0.91969 -3.20696 -0.08 -0.05 -0.05 -0.001
C 0.78578 1.18134 -4.38687 0.09 0.04 0.00 -0.001
S 2.49554 1.06351 -4.21270 -0.07 -0.04 0.03 0.000
C 2.28520 0.63715 -2.54841 -0.19 0.14 -0.07 0.001
N 1.02472 0.59223 -2.15614 0.50 -0.13 0.28 -0.007
N 3.34264 0.44736 -1.74113 0.13 0.01 0.14 0.001
H -4.65204 0.25267 -0.50048 0.00 0.00 0.03 0.000
H -3.17133 -0.39115 0.20004 0.01 -0.01 -0.02 0.000
H -2.10663 1.98614 -4.62632 0.00 -0.02 -0.01 0.000
H 0.32804 1.43548 -5.32720 0.01 0.02 0.00 0.000
H 4.24893 0.32492 -2.16151 -0.01 0.03 -0.01 0.000
H 3.12475 -0.12394 -0.92580 -0.02 -0.07 -0.07 0.000
Cl -2.87357 -4.84342 1.09789 0.01 -0.05 0.01 0.000
C -2.90025 -3.09956 0.87678 -0.08 0.16 0.02 -0.001
C -1.54561 -2.52458 0.51784 0.49 0.67 -0.14 0.001
O -0.53886 -3.15273 0.34958 0.16 -1.39 0.33 0.004
O -1.53436 -1.21694 0.38094 -0.44 -0.08 0.04 0.001
H -3.60424 -2.85911 0.07973 0.01 -0.02 0.00 0.000
H -3.25905 -2.63275 1.79404 0.02 -0.02 0.01 0.000
C -1.23526 1.74510 1.23546 0.10 -0.02 0.14 0.000
N -1.44012 3.05636 1.80999 0.03 0.03 -0.02 0.000
C -1.32188 4.06068 0.75272 0.00 0.01 0.01 0.000
N -0.00112 4.01644 0.12395 -0.03 -0.04 0.04 -0.001
C 0.20690 2.70282 -0.44379 0.00 -0.03 -0.01 -0.001
N 0.11019 1.59103 0.57575 -0.48 -0.01 -0.02 -0.004
C 1.13560 1.93007 1.62434 0.05 0.09 -0.06 0.000
N 0.93898 3.24291 2.20314 -0.09 0.00 -0.07 0.000
C -0.39436 3.30108 2.80470 0.01 0.02 0.07 0.000
C 1.01271 4.25248 1.14969 0.06 0.04 0.01 0.000
H -2.00166 1.54948 0.49454 0.02 0.10 0.00 0.000
H -1.30290 0.99910 2.02221 0.02 -0.07 -0.01 0.000
H -1.48317 5.05115 1.17844 0.00 0.00 0.00 0.000
H -2.08639 3.87622 -0.00550 0.00 0.00 0.00 0.000
H 1.19692 2.66080 -0.89370 0.01 0.00 0.02 0.000
H -0.54742 2.53089 -1.20653 0.02 0.03 0.02 0.000
H 2.11612 1.89970 1.15177 -0.01 0.05 -0.05 0.000
H 1.08051 1.19520 2.41646 -0.02 -0.05 0.01 0.000
H -0.54223 4.28726 3.24515 0.00 0.00 0.00 0.000
H -0.46570 2.55060 3.59444 0.00 -0.01 -0.01 0.000
H 2.00250 4.22337 0.69021 0.00 -0.01 0.00 0.000
H 0.86069 5.23897 1.58794 0.00 0.01 -0.01 0.000



(2)
16
Properties=species:S:1:pos:R:3:forces:R:3:mulliken_charge:R:1 method="wB97M-V/def2-TZVPD" max_force_ev_per_a=2.61 total_energy_ha=-250.84588 e_lumo_ev=1.009 orbital_gap_ha=0.3804 charge=0 e_above_lowest_kcal_mol=31.86
C -1.75023 0.55560 -0.30995 -0.26 0.26 0.15 -0.822
N -0.65799 1.12113 0.50449 -0.23 0.06 -0.72 -0.454
C 0.38374 1.74455 -0.30741 0.32 -0.09 0.38 -0.798
H -2.68843 0.83809 0.13347 -0.51 -0.04 0.38 0.388
H -1.82735 0.94965 -1.32802 0.44 -0.04 -0.06 0.254
H -1.72229 -0.53363 -0.32725 0.08 0.02 -0.23 0.281
H -1.04904 1.81312 1.12710 0.07 -0.05 0.10 0.275
H 1.14300 2.17241 0.35068 -0.03 -0.02 -0.01 0.324
H 0.03780 2.54091 -0.97626 -0.15 -0.10 -0.07 0.361
H 0.87706 0.96979 -0.89290 0.00 0.06 -0.17 0.201
C 1.55585 -1.83064 -0.17676 -0.11 2.37 1.09 -0.559
O 0.34491 -1.65795 0.53536 -0.64 -1.29 0.21 -0.566
H 1.81339 -2.87886 -0.19681 -0.15 -0.15 -0.49 0.253
H 1.51831 -1.25963 -1.10844 0.02 -0.87 -0.57 0.234
H 2.33274 -1.28630 0.38002 0.32 -0.39 0.03 0.259
H -0.04520 -0.77309 0.54451 0.82 0.29 -0.01 0.368



(3)
82
Properties=species:S:1:pos:R:3:forces:R:3:mulliken_charge:R:1 method="wB97M-V/def2-TZVPD" max_force_ev_per_a=0.62 total_energy_ha=-4692.29050 e_lumo_ev=0.386 orbital_gap_ha=0.1750 charge=-1 e_above_lowest_kcal_mol=52.84
Sc -0.53007 -0.00740 -0.62986 0.21 -0.38 0.44 0.077
C -2.11695 -0.37085 2.47002 0.01 -0.02 0.01 -1.419
N -1.11198 -1.03560 1.60710 0.06 -0.14 -0.07 1.035
C 0.04882 -1.37123 2.45358 0.00 -0.01 0.07 -1.578
C 1.23008 -1.86858 1.65358 0.01 -0.03 0.06 -1.667
N 1.76610 -0.79566 0.80836 0.00 0.00 -0.06 2.249
C 2.65239 0.12921 1.54067 0.06 -0.02 -0.10 -2.065
C 2.48555 -1.28031 -0.36100 -0.07 0.14 -0.01 -0.581
C 3.13818 -2.50332 -0.36918 0.01 -0.05 0.00 -0.204
C 3.84973 -2.90448 -1.49032 0.02 -0.02 -0.02 -0.974
C 3.91803 -2.06825 -2.59396 0.00 0.01 -0.02 -0.648
C 3.26742 -0.84558 -2.58350 0.00 -0.01 0.04 -0.809
C 2.53999 -0.42989 -1.47002 0.00 -0.09 -0.02 1.115
S 1.64266 1.08248 -1.50627 0.03 0.29 0.07 -0.407
C -1.73075 -2.22012 0.99662 0.09 0.03 0.18 0.902
C -1.45353 -3.51227 1.45103 -0.02 0.04 -0.05 -0.532
C -2.05862 -4.61106 0.87114 0.00 -0.04 0.02 -1.091
C -2.95976 -4.42872 -0.16924 -0.01 -0.03 -0.01 -0.663
C -3.24329 -3.15619 -0.61474 -0.06 0.07 -0.02 -0.765
C -2.64940 -2.02502 -0.04157 -0.09 0.02 -0.11 0.410
S -3.03044 -0.43081 -0.68188 -0.06 0.02 0.11 -0.595
H -2.44060 -1.05823 3.25794 -0.01 -0.01 -0.01 0.373
H -1.67312 0.50332 2.94387 0.01 0.01 -0.01 0.401
H -2.96780 -0.06828 1.86661 -0.02 0.01 0.01 0.321
H 0.34227 -0.47486 2.99624 -0.03 -0.01 -0.05 0.730
H -0.22970 -2.09356 3.22706 0.02 -0.01 -0.01 0.386
H 1.98662 -2.25784 2.34581 0.00 0.00 -0.01 0.402
H 0.93597 -2.68824 0.99917 -0.04 0.01 0.00 1.031
H 2.86108 -0.22755 2.54981 -0.03 0.00 0.01 0.156
H 3.58505 0.22939 0.99010 0.02 0.02 0.02 0.623
H 1.50204 1.68072 0.90352 0.00 -0.12 0.01 -0.451
H 3.10069 -3.15141 0.49761 0.01 0.02 -0.02 0.455
H 4.35134 -3.86326 -1.49652 -0.01 0.00 0.01 0.410
H 4.46897 -2.37283 -3.47489 0.00 -0.01 0.01 0.388
H 3.28891 -0.20381 -3.45442 0.00 0.00 0.00 0.451
H -0.75716 -3.67757 2.25973 -0.02 -0.02 -0.02 0.366
H -1.82375 -5.60532 1.22782 0.01 0.01 0.01 0.413
H -3.43105 -5.28179 -0.64027 0.00 0.00 0.00 0.393
H -3.92925 -3.00416 -1.43761 0.01 0.02 0.00 0.420
C -1.20949 -0.24189 -6.43141 -0.02 0.04 -0.10 -0.802
S -0.69123 -1.54829 -5.30659 -0.05 0.13 0.03 -0.017
C -0.77679 -0.74049 -3.75555 0.16 -0.16 0.04 0.500
S -0.34474 -1.78049 -2.44654 0.04 0.01 -0.13 -0.415
N -1.13397 0.51103 -3.74717 -0.07 -0.04 0.09 -1.582
N -1.15672 1.05330 -2.48896 -0.25 0.11 -0.29 1.403
C -1.60299 2.24609 -2.40188 -0.03 -0.02 -0.12 -0.985
C -1.63725 2.88191 -1.09466 0.09 0.00 -0.04 1.353
C -2.13079 4.16870 -0.94131 0.02 0.01 0.07 -1.115
C -2.11791 4.75227 0.31516 -0.02 0.00 -0.06 -0.443
C -1.61389 4.02680 1.37763 0.04 -0.06 0.04 -1.540
C -1.15494 2.74122 1.14048 0.00 0.05 0.05 0.502
N -1.15244 2.16462 -0.05847 -0.09 0.20 -0.14 0.775
H -1.17192 -0.67731 -7.42961 0.00 -0.01 0.01 0.327
H -0.53874 0.61225 -6.37915 0.02 -0.04 0.03 0.256
H -2.22344 0.08437 -6.21310 0.01 -0.03 0.03 0.261
H -1.95491 2.77921 -3.27934 0.04 -0.02 -0.04 0.324
H -2.51002 4.69873 -1.80407 0.00 -0.01 -0.01 0.486
H -2.48986 5.75813 0.45711 0.01 0.00 0.01 0.420
H -1.55334 4.43105 2.37791 -0.02 0.01 -0.01 0.513
H -0.75661 2.16659 1.95833 0.02 -0.02 0.03 0.290
O 1.71870 3.90863 8.40439 -0.02 0.00 -0.01 -0.690
S 3.09524 3.73491 8.83789 0.00 0.02 -0.01 1.192
O 3.59475 4.79242 9.69438 0.01 0.00 -0.01 -0.690
O 3.42111 2.38532 9.27879 0.02 -0.02 -0.01 -0.704
C 4.06427 3.87506 7.29258 -0.04 -0.01 0.12 0.113
N 5.26796 4.43847 7.34976 0.08 0.06 0.04 -0.547
C 5.93095 4.48034 6.19807 -0.03 -0.06 -0.12 -0.310
C 5.43004 3.99330 5.00638 -0.07 0.03 0.13 -0.749
C 4.15159 3.41990 5.05182 0.19 0.00 0.07 0.420
N 3.49636 3.35754 6.21551 -0.04 0.01 -0.11 -0.285
C 3.47294 2.85766 3.89367 -0.07 0.01 -0.12 0.585
C 2.19334 2.30460 4.03592 -0.03 -0.06 -0.04 -0.642
C 1.47670 1.80143 2.99741 -0.07 0.08 0.01 -0.782
N 2.13267 1.54510 1.70304 0.13 0.07 0.04 1.625
C 3.22542 2.53387 1.49303 -0.17 -0.14 -0.06 -1.017
C 3.89182 3.03306 2.55728 0.04 -0.04 0.03 -0.575
H 6.92338 4.92381 6.22925 -0.01 0.01 0.02 0.395
H 6.01715 4.04740 4.10001 -0.01 -0.01 -0.02 0.294
H 1.72598 2.33117 5.01423 0.04 0.03 0.02 0.704
H 0.50304 1.36344 3.11455 -0.04 0.05 -0.03 0.338
H 3.46770 2.64926 0.44840 0.02 0.08 0.03 0.519
H 4.74689 3.65586 2.32044 0.01 0.02 0.05 0.235



(4)
13
Properties=species:S:1:pos:R:3:forces:R:3:mulliken_charge:R:1 method="wB97M-V/def2-TZVPD" max_force_ev_per_a=1.20 total_energy_ha=-269.51869 e_lumo_ev=0.925 orbital_gap_ha=0.3798 charge=0 e_above_lowest_kcal_mol=47.82
C 0.91028 1.43536 -0.49716 0.40 0.40 -0.28 -0.830
C 1.61945 1.04429 0.54454 -0.49 0.05 0.76 0.205
O 1.99746 1.88593 1.56316 -0.07 -0.27 0.15 -0.493
H 0.67314 0.81190 -1.33655 -0.18 -0.39 0.04 0.306
H 0.70383 2.49067 -0.59970 -0.14 0.15 -0.09 0.206
H 1.85462 0.02105 0.80492 0.33 -0.08 -0.40 0.316
H 1.33661 2.57749 1.67225 0.13 0.13 -0.18 0.291
C -1.95877 -1.32563 -0.79794 0.21 -0.75 0.92 -0.376
O -1.89730 -2.74208 -0.58579 -0.03 0.19 0.30 -0.519
H -1.26865 -0.84706 -0.11744 0.65 -0.12 0.05 0.090
H -1.62969 -1.15472 -1.81435 -0.53 0.71 -0.30 0.226
H -2.90366 -0.91808 -0.42830 -0.29 0.03 -0.92 0.276
H -2.73444 -3.11710 -0.86586 -0.01 -0.06 -0.05 0.302



(5)
14
Properties=species:S:1:pos:R:3:forces:R:3:mulliken_charge:R:1 method="wB97M-V/def2-TZVPD" max_force_ev_per_a=0.67 total_energy_ha=-320.70984 e_lumo_ev=0.749 orbital_gap_ha=0.3413 charge=0 e_above_lowest_kcal_mol=108.85
C 0.57171 1.76812 -0.27600 0.02 0.03 -0.01 -1.052
C -0.03606 0.63404 0.52116 0.08 0.21 0.10 -0.420
N -1.28635 0.12022 0.01117 -0.15 -0.07 -0.02 -0.165
C -1.10827 -1.19347 -0.30812 -0.23 -0.11 -0.06 0.400
N -1.92681 -2.07198 -0.70548 0.33 0.19 0.10 -0.777
C 0.37156 -1.24192 0.00877 0.46 -0.48 0.00 0.221
N 1.45946 -1.76935 0.13564 -0.58 0.21 -0.12 -0.615
H -0.05916 2.66634 -0.24620 0.09 -0.10 0.00 0.326
H 0.69767 1.48304 -1.32673 -0.03 0.03 0.15 0.291
H 1.55349 2.04479 0.12604 -0.14 -0.04 -0.05 0.337
H -0.05749 0.82469 1.60233 -0.03 -0.01 -0.16 0.403
H 1.19899 -0.50222 0.53812 0.11 0.17 0.08 0.602
H -2.19427 0.54997 0.10885 0.12 -0.08 -0.02 0.220
H -1.45275 -2.95896 -0.86057 -0.07 0.06 0.01 0.228



(6)
47
Properties=species:S:1:pos:R:3:forces:R:3:mulliken_charge:R:1 method="wB97M-V/def2-TZVPD" max_force_ev_per_a=0.61 total_energy_ha=-4661.07979 e_lumo_ev=-11.039 orbital_gap_ha=0.2282 charge=+3 e_above_lowest_kcal_mol=0.92
Ti -0.14796 0.19948 -0.37268 0.18 -0.56 -0.14 0.367
C -1.41930 -3.06140 0.12078 -0.03 0.01 0.00 -0.859
S -1.98615 -1.48060 -0.55263 0.14 0.14 0.00 0.121
C -2.23649 -1.86241 -2.30500 0.01 0.00 0.01 -0.899
H -2.18260 -3.79470 -0.13535 0.01 -0.02 0.03 0.439
H -1.37012 -2.95691 1.20228 0.02 -0.02 0.00 0.324
H -0.45532 -3.34537 -0.29275 -0.01 0.00 -0.02 0.298
H -1.33902 -2.30078 -2.73509 0.00 -0.01 0.00 0.307
H -2.50552 -0.94090 -2.81424 0.00 0.00 0.00 0.302
H -3.06995 -2.56097 -2.35059 0.00 0.00 -0.03 0.432
N 1.69198 -0.71683 6.45863 -0.02 0.05 -0.10 -0.350
C 0.80918 0.05771 5.80881 0.10 -0.01 0.08 0.176
O 0.14763 0.95250 6.27875 -0.06 -0.02 -0.02 -0.517
C 0.65560 -0.15005 4.31184 -0.03 -0.01 0.05 0.585
C 1.73044 -0.21341 3.43100 0.10 0.02 -0.05 -0.773
C 1.49592 -0.19363 2.07390 -0.14 -0.09 0.03 -0.021
N 0.23653 -0.14512 1.57661 -0.01 0.04 0.23 0.359
C -0.81580 -0.09978 2.43948 0.08 -0.01 -0.02 -0.213
C -0.64124 -0.09720 3.79679 -0.06 0.05 -0.05 -0.917
H 1.80711 -0.57886 7.45249 0.00 -0.01 0.01 0.261
H 2.12646 -1.51733 6.03356 0.01 -0.02 0.05 0.208
H 2.75129 -0.23912 3.78915 -0.01 0.00 0.01 0.515
H 2.30887 -0.21066 1.35707 0.00 -0.01 0.01 0.249
H -1.80968 -0.05815 2.00505 -0.01 0.01 0.01 0.629
H -1.49226 -0.01877 4.45999 0.02 0.00 0.03 0.517
N -2.30511 3.84987 -2.51854 0.04 0.00 0.02 -0.243
C -1.09081 3.78968 -1.63552 -0.16 0.08 -0.20 -0.719
C -0.81195 2.38388 -1.17496 0.21 -0.07 0.12 1.322
O -1.41774 1.38137 -1.63328 -0.14 0.04 -0.01 -0.584
O 0.09787 2.18293 -0.30358 -0.03 0.18 -0.20 -0.546
H -2.45903 4.81079 -2.84648 0.00 0.00 0.00 0.387
H -3.15747 3.55464 -2.03180 0.00 0.01 0.01 0.367
H -2.20796 3.25463 -3.34772 0.01 -0.01 0.01 0.350
H -1.23480 4.45860 -0.78748 0.02 -0.05 0.05 0.376
H -0.23692 4.15026 -2.21255 0.04 0.00 0.06 0.368
Se 1.41888 -1.01782 -1.55335 -0.38 0.34 -0.09 0.085
C 3.17875 -0.34347 -1.20887 0.04 -0.20 0.12 0.597
C 3.44842 1.00633 -1.01387 0.03 0.10 -0.01 0.011
C 4.76060 1.38446 -0.77262 0.01 -0.02 0.00 -0.621
C 5.77044 0.42860 -0.74017 -0.02 0.02 0.00 -0.540
C 5.47835 -0.91330 -0.94498 -0.03 -0.04 -0.01 -0.622
C 4.17118 -1.31958 -1.17768 0.15 0.12 0.05 -0.524
H 2.67650 1.76305 -1.07337 -0.04 -0.04 -0.01 0.294
H 4.99691 2.42961 -0.62522 0.01 0.00 0.00 0.430
H 6.79347 0.73325 -0.56565 0.00 0.01 0.00 0.433
H 6.26894 -1.65137 -0.93333 0.00 0.00 0.00 0.417
H 3.95157 -2.36565 -1.34477 -0.05 0.01 -0.01 0.424